This record from the Open Molecules 2025 dataset describes a cluster of 7 separate species, C6H26O7 in total. The level of theory is the ωB97M-V functional and the def2-TZVPD basis.

Each atom is followed by the atoms it is bonded to, with distances in Å.
Element x y z (Å)
1 O 0.104 -5.429 3.633  H2 0.957, H3 0.957
2 H 0.230 -4.746 2.974  O1 0.957
3 H 0.624 -5.137 4.382  O1 0.957
4 O -7.680 5.650 -1.504  H5 0.957, H6 0.957
5 H -8.427 6.169 -1.800  O4 0.957
6 H -7.501 5.052 -2.230  O4 0.957
7 O -4.502 -6.511 -0.181  H8 0.957, H9 0.957
8 H -4.562 -7.030 0.621  O7 0.957
9 H -3.764 -6.892 -0.658  O7 0.957
10 O 4.661 3.189 1.387  H11 0.957, H12 0.957
11 H 4.787 3.313 0.447  O10 0.957
12 H 5.545 3.066 1.734  O10 0.957
13 C 4.364 -5.787 -3.833  C14 1.488, H16 1.090, H17 1.090, H18 1.090
14 C 4.256 -5.533 -2.370  C13 1.488, O15 1.430, H19 1.090, H20 1.090
15 O 5.455 -5.968 -1.724  C14 1.430, H21 0.960
16 H 4.430 -6.840 -4.105  C13 1.090
17 H 5.184 -5.226 -4.281  C13 1.090
18 H 3.488 -5.391 -4.347  C13 1.090
19 H 3.484 -6.199 -1.984  C14 1.090
20 H 3.965 -4.511 -2.128  C14 1.090
21 H 5.378 -6.836 -1.321  O15 0.960
22 C -2.077 0.606 -1.066  C23 1.521, H25 1.090, H26 1.090, H27 1.090
23 C -1.322 -0.235 -0.048  C22 1.521, O24 1.423, H28 1.090, H29 1.090
24 O 0.037 -0.163 -0.463  C23 1.423, H30 0.960
25 H -2.029 0.161 -2.060  C22 1.090
26 H -1.634 1.597 -1.164  C22 1.090
27 H -3.114 0.790 -0.788  C22 1.090
28 H -1.665 -1.266 0.036  C23 1.090
29 H -1.381 0.247 0.928  C23 1.090
30 H 0.548 0.572 -0.118  O24 0.960
31 C -0.635 7.421 2.526  C32 1.487, H34 1.090, H35 1.090, H36 1.090
32 C -1.292 6.090 2.449  C31 1.487, O33 1.335, H37 1.090, H38 1.090
33 O -0.393 5.127 2.665  C32 1.335, H39 0.960
34 H -0.249 7.615 3.527  C31 1.090
35 H -1.357 8.204 2.293  C31 1.090
36 H 0.229 7.566 1.878  C31 1.090
37 H -1.469 5.976 1.379  C32 1.090
38 H -2.131 6.012 3.141  C32 1.090
39 H 0.417 5.275 2.172  O33 0.960

Properties
DFT total energy (Ha): -770.78095
Gap between HOMO and LUMO (eV): 10.3
Structure (SMILES): CCO.CCO.CCO.O.O.O.O
Highest occupied orbital energy (eV): -9.815

Atomic partial charges in e from the Mulliken method, atoms 1 to 6:
1. O -0.6408
2. H 0.3205
3. H 0.3203
4. O -0.6381
5. H 0.3189
6. H 0.3191

This record from the Open Molecules 2025 dataset describes a cluster of 8 separate species, C6H28N2O7 in total. The level of theory is the ωB97M-V functional and the def2-TZVPD basis.

Each atom is followed by the atoms it is bonded to, with distances in Å.
Element x y z (Å)
1 N 0.553 1.898 -0.963  C2 1.439, C5 1.433, H9 1.021
2 C 1.960 1.972 -1.257  N1 1.439, C3 1.538, H10 1.095, H11 1.115
3 C 2.717 0.999 -0.337  C2 1.538, C4 1.518, H12 1.092, H13 1.085
4 C 1.662 0.561 0.663  C3 1.518, C5 1.557, H14 1.091, H15 1.086
5 C 0.280 1.114 0.206  N1 1.433, C4 1.557, C6 1.646, H16 1.084
6 C -0.777 -0.055 -0.269  C5 1.646, N7 1.429, H17 1.101, H18 1.089
7 N -1.864 -0.228 0.643  C6 1.429, C8 1.469, H19 1.008
8 C -3.196 0.153 0.154  N7 1.469, H20 1.089, H21 1.093, H22 1.094
9 H 0.170 2.844 -0.945  N1 1.021
10 H 2.444 2.925 -1.494  C2 1.095
11 H 2.103 1.535 -2.273  C2 1.115
12 H 3.535 1.472 0.210  C3 1.092
13 H 3.151 0.193 -0.918  C3 1.085
14 H 1.905 0.947 1.654  C4 1.091
15 H 1.462 -0.490 0.847  C4 1.086
16 H -0.220 1.626 1.020  C5 1.084
17 H -0.229 -1.010 -0.300  C6 1.101
18 H -1.103 0.102 -1.296  C6 1.089
19 H -1.844 -1.158 1.031  N7 1.008
20 H -3.902 -0.567 0.566  C8 1.089
21 H -3.274 0.094 -0.935  C8 1.093
22 H -3.448 1.166 0.482  C8 1.094
23 H 1.797 -1.727 -2.811  O25 0.995
24 H 3.294 -1.622 -2.797  O25 0.973
25 O 2.515 -1.066 -2.623  H23 0.995, H24 0.973
26 H 0.776 -2.843 -1.540  O28 0.980
27 H -0.360 -2.352 -2.459  O28 0.962
28 O 0.497 -2.787 -2.479  H26 0.980, H27 0.962
29 H 0.234 -2.453 1.341  O31 0.990
30 H -0.183 -3.669 0.503  O31 0.967
31 O 0.283 -2.826 0.425  H29 0.990, H30 0.967
32 H 1.202 -1.483 3.680  O34 0.963
33 H -0.161 -1.046 3.121  O34 0.973
34 O 0.530 -1.725 3.035  H32 0.963, H33 0.973
35 H 0.420 -0.296 -4.118  O37 0.966
36 H -0.157 0.658 -2.960  O37 0.959
37 O -0.353 -0.023 -3.607  H35 0.966, H36 0.959
38 H -2.260 0.711 4.098  O40 0.961
39 H -2.169 -0.622 3.430  O40 0.967
40 O -2.028 -0.201 4.290  H38 0.961, H39 0.967
41 H -2.155 3.696 1.176  O43 0.962
42 H -1.820 2.329 1.795  O43 0.966
43 O -1.984 3.254 2.015  H41 0.962, H42 0.966

Properties
DFT total energy (Ha): -881.25589
Gap between HOMO and LUMO (alpha / beta) (eV): 10.6 / 5.5
2S+1: 2
Charge: +1
Expectation value of S²: 0.76
Highest occupied orbital energy (alpha / beta) (eV): -13.519 / -13.079

Atomic partial charges in e from the Mulliken method, atoms 1 to 6:
1. N -0.0992
2. C -0.4799
3. C -0.6841
4. C -0.4825
5. C 0.3238
6. C -0.0535

Quick rundown of relative energy (zero: lowest compared OMol25 entry of this formula, charge and spin), same order as above: 3.299 1.289 eV
Quick rundown of largest force on an atom, same order as above: 4.7 3.6 eV/Å